Here is a 2-piece molecular cluster, C3H7FN4 overall from the OMol25 dataset. Energies are from ωB97M-V with the def2-TZVPD basis set.

XYZ file:
```
15
Properties=species:S:1:pos:R:3:forces:R:3
C 0.38889 0.61350 -0.78166 2.89 -0.99 2.51
C 0.05437 -2.40744 2.93821 1.90 2.05 5.18
C -1.83527 0.57792 -1.91927 0.39 -1.06 -1.95
N 0.49987 -0.04552 0.32379 -3.02 0.87 -2.00
N -0.85814 1.11614 -1.29005 -1.17 -0.69 -0.37
N 0.56927 -2.01873 3.91100 -1.48 -1.56 -3.01
N 1.42112 1.17819 -1.47707 -2.17 -1.25 0.93
F -0.65937 -2.66848 2.01732 -0.63 -0.59 -1.79
H -2.59578 1.17810 -2.42729 0.07 0.40 0.85
H -1.87100 -0.47538 -2.31627 0.44 0.76 1.36
H 1.43429 -0.15723 0.62160 1.41 -0.15 -0.04
H -0.83367 2.11823 -1.21743 -0.51 0.79 0.18
H 0.89676 -1.96632 4.87863 0.17 0.06 -0.29
H 2.26186 1.31855 -0.97196 0.93 0.36 -0.22
H 1.12678 1.63846 -2.28955 0.78 1.01 -1.33
```
Forces are in eV/Å.

The HOMO-LUMO gap comes out at 8.9 eV. The calculation puts the total energy at -436.62868 a.u. The net charge is +2. The largest force on an atom comes out at 5.89 eV/A. The value obtained for the energy above the lowest of the compared OMol25 structures with the same formula, charge and spin is 150.4 kJ/mol. Its HOMO energy is -17.384 eV. Its LUMO energy is -8.52 eV.